Density functional theory data (ωB97M-V/def2-TZVPD) for the molecule C5H6O.

- LUMO level (eV) = 0.59
- total charge = 0
- max |F| (eV Å⁻¹) = 0.73
- frontier orbital gap (eV) = 10.4
- energy relative to the best compared isomer or geometry (same formula, charge and spin) (kJ/mol) = 262.7
- structure (SMILES) = CC#CC(C)=O

```
12
Properties=species:S:1:pos:R:3:forces:R:3
H -2.729 0.500 -1.482 -0.012 0.024 0.158
H -3.127 -0.325 0.070 0.002 0.164 -0.057
C -0.196 0.822 0.613 -0.648 -0.150 -0.305
H 2.502 1.080 0.056 0.035 -0.095 0.042
C 0.822 -0.215 0.301 0.157 -0.394 -0.073
C 2.276 0.078 0.427 0.098 0.029 -0.015
C -2.328 0.040 -0.579 -0.110 0.017 -0.028
C -1.314 0.802 0.127 0.515 -0.154 0.166
H -1.680 -0.825 -0.825 -0.474 0.020 -0.220
O 0.431 -1.301 -0.081 0.236 0.298 0.293
H 2.530 0.043 1.491 0.064 0.043 -0.095
H 2.814 -0.698 -0.118 0.136 0.197 0.134
```
Forces are in eV/Å.

Atomic partial charges in e from the Löwdin method, atoms 1 to 2:
1. H 0.08
2. H 0.09

***

Density functional theory data (ωB97M-V/def2-TZVPD) for a structure of composition C17H48IOP2PdSi4Te in a non-equilibrium geometry.

- LUMO level (alpha / beta) (eV) = -9.56 / -12.10
- total charge = +3
- max |F| (eV Å⁻¹) = 5.20
- multiplicity = 5
- frontier orbital gap (alpha / beta) (eV) = 5.7 / 4.7
- energy relative to the best compared isomer or geometry (same formula, charge and spin) (kJ/mol) = 43.5

```
75
Properties=species:S:1:pos:R:3:forces:R:3
H 1.724 -5.426 1.269 0.265 0.105 0.002
C -0.655 4.218 1.505 -0.106 0.090 -0.442
C -1.451 3.262 -1.577 4.422 -0.609 -2.664
H 0.803 -2.170 -3.447 0.126 0.079 -0.040
H 3.284 -0.760 4.198 -0.180 -0.059 -0.132
H -3.615 0.348 -3.848 0.164 0.246 0.062
H 5.568 -1.432 2.458 -0.032 -0.114 -0.182
H 4.514 0.690 -1.913 -0.118 -0.047 -0.119
C -2.849 -0.436 -1.057 0.495 0.339 0.484
H -3.784 2.839 3.189 0.162 0.207 0.009
H 4.587 -2.319 -1.287 -0.208 0.042 -0.175
H -3.624 4.543 2.683 0.086 -0.065 0.192
H 4.219 1.459 0.653 -0.022 -0.052 0.220
H -3.278 -1.260 -1.656 0.101 0.450 0.214
H -1.116 -2.301 1.727 0.117 -0.189 0.071
H 5.498 -1.412 0.679 -0.062 -0.041 0.214
H -1.164 1.698 3.227 -0.154 0.068 -0.479
C 4.939 -1.669 1.588 -0.193 0.047 -0.058
H -3.039 -0.620 0.012 0.058 -0.042 -0.364
P -2.076 3.095 1.482 0.647 0.030 2.376
H 0.894 -0.480 -3.966 0.130 -0.089 0.007
H 0.139 -2.757 2.910 -0.157 -0.124 -0.212
H -2.085 0.720 2.039 0.199 0.193 0.127
H -2.087 1.210 -3.420 -0.260 -0.026 -0.120
H -2.387 3.812 3.758 -0.088 -0.044 -0.181
H -5.704 2.616 -0.229 0.231 0.096 0.103
C -0.348 -3.048 1.970 0.008 0.183 -0.024
H 3.169 1.454 -2.778 0.119 -0.181 -0.043
H -5.652 0.103 -0.667 -0.027 0.084 -0.295
C 3.777 -2.470 -2.011 0.090 -0.200 0.101
H -0.958 5.192 1.113 0.182 -0.037 0.242
Te 0.764 0.511 -0.843 -0.547 0.602 0.502
C 2.541 -0.966 3.413 -0.221 -0.052 -0.105
H 3.248 -3.396 -1.747 0.064 0.259 -0.129
Si 2.630 -0.942 -2.211 1.553 -0.831 -1.638
Pd -3.150 3.204 -0.569 -0.965 -1.030 0.217
H -4.813 1.693 1.041 0.019 0.609 -0.437
H 0.572 -3.855 -1.885 -0.139 -0.095 0.262
C -0.036 -3.888 -0.971 0.037 0.047 0.087
H 4.739 -2.747 1.587 0.097 0.198 0.028
C 2.236 -4.478 1.050 -0.137 0.208 -0.062
H -5.078 3.453 1.219 0.188 0.074 -0.191
H 2.962 -4.648 0.243 -0.195 -0.022 0.230
O -0.464 3.048 -2.159 -3.422 0.651 1.947
C 3.798 1.194 1.631 -0.062 -0.093 -0.072
H 4.553 1.409 2.404 -0.195 0.043 -0.235
C -4.888 2.658 0.495 -0.171 -0.303 0.434
H 2.123 -1.636 -4.503 -0.044 0.032 0.197
Si 0.860 -3.292 0.563 -0.318 -1.202 0.034
H -0.296 4.303 2.537 -0.039 0.004 -0.189
H -1.755 -0.389 -1.226 -0.653 -0.085 0.084
H 2.196 -2.001 3.528 0.157 0.220 0.027
I -2.209 5.643 -1.648 -0.558 0.776 -0.039
H 4.219 0.289 -3.612 -0.134 -0.030 0.208
H -0.300 -4.936 -0.763 -0.048 0.218 -0.221
Si 1.991 -1.344 0.096 -0.276 0.274 -0.228
H 2.777 -4.155 1.951 -0.158 -0.146 -0.197
H -6.073 1.363 -1.862 0.001 -0.259 -0.075
H 2.924 1.831 1.815 0.152 -0.083 0.017
H -0.440 1.284 1.629 -0.442 0.124 0.256
Si 3.384 -0.633 1.774 1.310 0.527 0.923
H 0.134 3.811 0.865 0.041 0.091 0.081
H -0.960 -3.319 -1.138 0.157 -0.164 -0.011
C -3.072 3.629 2.922 -0.419 0.067 -0.568
P -3.656 1.124 -1.587 -0.706 -1.731 -0.752
H -5.465 -0.223 -2.426 0.086 0.153 0.182
C 3.725 0.518 -2.656 -0.072 0.132 0.313
C 1.491 -1.343 -3.654 -0.329 0.054 0.249
H 1.686 -0.296 3.570 0.152 -0.134 0.027
C -1.374 1.551 2.152 0.039 -0.515 -0.463
H 4.226 -2.612 -3.006 -0.043 0.038 0.096
C -5.390 0.538 -1.640 0.002 0.571 0.308
C -3.181 1.217 -3.336 0.096 0.465 0.112
H -3.577 2.147 -3.760 0.088 -0.246 -0.170
H -0.843 -4.020 2.114 0.058 0.249 0.067
```
Forces are in eV/Å.

Atomic partial charges in e from the Löwdin method, atoms 1 to 2:
1. H 0.06
2. C -0.24